Record 1
The following is a DFT calculation (ωB97M-V/def2-TZVPD) of C30H44N8O4RuSSbSe as an isolated structure in a non-equilibrium geometry.

Computed properties:
E_LUMO ... -7.7520 eV
Orbital gap ... 7.32 eV
Total energy ... -5042.50029 hartree

ORCA input file:
```
! RIJCOSX wB97M-V def2-TZVPD def2/J DEFGRID3
* xyz 3 1
Ru -0.18968 1.74303 0.89557
C 5.68534 -2.46663 5.67993
C 4.72029 -2.01019 4.62724
C 5.14339 -1.22515 3.55592
C 4.25147 -0.79794 2.58566
C 2.91845 -1.17374 2.69123
C 2.46571 -1.96620 3.74409
C 3.37184 -2.37745 4.70067
S 1.75986 -0.57502 1.54425
O 0.83497 -1.61323 1.14094
O 2.46407 0.03124 0.39327
N 0.91231 0.59087 2.19777
C 1.16255 1.62342 3.08628
C 2.00767 1.71874 4.18185
C 2.02256 2.92706 4.85748
C 1.22221 3.99109 4.44147
C 0.40553 3.81804 3.34766
N 0.37435 2.65282 2.68502
H 6.62115 -1.91435 5.63126
H 5.91263 -3.52627 5.54862
H 5.26039 -2.34773 6.67612
H 6.18653 -0.94682 3.47964
H 4.58195 -0.18129 1.76104
H 1.42582 -2.26011 3.80463
H 3.03640 -3.00026 5.52035
H 2.61532 0.88159 4.49247
H 2.66557 3.04568 5.71966
H 1.23870 4.93873 4.95860
H -0.23615 4.60702 2.97833
N -1.91534 0.67327 1.21087
C -2.01386 -0.56179 0.38347
C -3.43738 -0.85315 -0.12106
C -4.20264 -1.73941 0.86322
C -5.64139 -2.08088 0.48294
N -5.74593 -3.04618 -0.61669
C -6.31380 -2.87792 -1.80993
N -6.45548 -3.92759 -2.61753
N -6.72332 -1.68163 -2.22896
C -0.97358 -0.62748 -0.72494
O -0.91948 -1.57006 -1.47248
O -0.04705 0.34635 -0.79584
H -1.92988 0.41494 2.19485
H -2.72241 1.27291 1.04379
H -1.68510 -1.38424 1.02639
H -3.37147 -1.32913 -1.10087
H -3.96700 0.09678 -0.25563
H -4.25066 -1.25164 1.84103
H -3.64860 -2.67033 1.01258
H -6.21565 -1.18746 0.24044
H -6.13755 -2.52633 1.34528
H -5.45870 -3.98818 -0.39676
H -6.26228 -4.86304 -2.30002
H -6.88818 -3.83658 -3.52196
H -6.66251 -0.86871 -1.64437
H -7.25551 -1.59303 -3.07903
C 1.29853 -3.46742 -1.87509
C 2.26418 -2.30200 -1.78725
Sb 1.47580 -0.35201 -2.01203
C 0.50763 -0.13721 -3.89207
C 1.43738 -0.55995 -5.03092
C 3.03894 1.08276 -2.21151
C 4.27771 0.39050 -2.77980
H 1.88163 -4.38875 -1.86636
H 0.70825 -3.45167 -2.79067
H 0.62122 -3.48141 -1.02462
H 2.98479 -2.28237 -2.61263
H 2.81338 -2.27515 -0.84833
H 0.22283 0.91417 -3.97473
H -0.39266 -0.74545 -3.85708
H 2.30633 0.09298 -5.11567
H 0.90542 -0.50053 -5.98033
H 1.78183 -1.59013 -4.92645
H 3.23360 1.50961 -1.23401
H 2.64832 1.85579 -2.87543
H 4.67195 -0.35751 -2.09177
H 5.05508 1.14240 -2.91897
H 4.10725 -0.07519 -3.75035
Se -2.64983 4.06350 0.70208
N -1.27153 3.24818 -0.13803
C -1.21001 3.73391 -1.36539
C -0.21532 3.41726 -2.34067
C -0.28194 4.02231 -3.54979
C -1.31793 4.96631 -3.88189
C -2.27108 5.30731 -2.98856
C -2.24055 4.70325 -1.68723
N -3.09958 4.98491 -0.73272
H 0.58542 2.73592 -2.08118
H 0.47377 3.81535 -4.29727
H -1.30491 5.42125 -4.86265
H -3.04236 6.03265 -3.20648
*
```

Record 2
The following is a DFT calculation (ωB97M-V/def2-TZVPD) of C30H45B2BaF8N3O12 as an isolated structure in a non-equilibrium geometry.

Computed properties:
E_LUMO ... -3.9821 eV
Orbital gap ... 5.04 eV
Total energy ... -3111.19222 hartree

ORCA input file:
```
! RIJCOSX wB97M-V def2-TZVPD def2/J DEFGRID3
* xyz 0 1
Ba -4.97325 1.20462 -4.08912
B -1.40928 -1.13097 -1.76241
F -0.73366 -2.23106 -2.25899
F -2.78389 -1.28350 -1.71815
F -0.91709 -0.87258 -0.51959
F -1.09227 -0.04446 -2.50623
B -8.72944 -0.79162 -2.08470
F -7.90135 -1.42095 -3.00512
F -9.83892 -0.18062 -2.68671
F -9.14788 -1.65357 -1.17878
F -7.93269 0.21800 -1.53335
C 5.10290 -1.43809 3.00827
C 6.34185 -1.98923 2.84885
C 6.51737 -3.07850 1.99495
C 5.50227 -3.49439 1.20304
C 4.31320 -2.88516 1.37145
C 4.02685 -1.90654 2.23682
N 5.59010 -4.66998 0.20754
O 6.64554 -5.35366 0.03536
O 4.58798 -4.83829 -0.42186
H 4.83639 -0.71315 3.76316
H 7.06506 -1.62497 3.56346
H 7.47818 -3.57171 1.99959
H 3.52876 -3.06886 0.65220
H 3.06849 -1.41374 2.30830
C 3.72225 3.61178 -2.54559
C 4.24814 4.91128 -2.44614
C 5.42493 5.16000 -1.80258
C 6.12763 4.10406 -1.07311
C 5.45645 2.87963 -1.11465
C 4.35214 2.57236 -1.87172
N 7.36483 4.38363 -0.33476
O 7.98538 3.35604 0.08479
O 7.68509 5.53778 -0.23927
H 2.84282 3.22016 -3.03512
H 3.71807 5.69490 -2.96706
H 5.82093 6.16255 -1.73546
H 5.98826 1.97518 -0.85868
H 3.96542 1.56415 -1.89084
C -6.05502 -0.84693 4.06854
C -6.73350 -1.70946 4.91583
C -6.73713 -1.43339 6.35455
C -5.79336 -0.52554 6.84870
C -5.06084 0.26236 5.84330
C -5.26246 0.15483 4.50810
N -5.59387 -0.36303 8.34418
O -4.89563 0.60458 8.72018
O -6.12019 -1.19455 9.12519
H -6.13917 -1.04263 3.00976
H -7.26824 -2.49618 4.40445
H -7.34281 -2.03292 7.01795
H -4.45922 1.12148 6.10086
H -4.81873 0.81071 3.77370
C 0.57987 4.71606 2.51473
O 0.90991 5.72963 3.53778
C 1.53083 6.89273 3.18400
C 3.04438 6.77719 3.09537
O 3.67887 7.80625 2.33558
C 3.68448 9.17615 2.82399
H 0.02274 3.84099 2.84936
H 1.44687 4.31532 1.98953
H 0.25126 5.27375 1.63775
H 1.28581 7.60480 3.97204
H 1.20337 7.29034 2.22338
H 3.35525 5.78477 2.76894
H 3.36541 6.75180 4.13672
H 4.04803 9.81333 2.01782
H 4.43687 9.44378 3.56588
H 2.67128 9.31606 3.20079
C -3.19944 -2.46600 -7.06962
O -3.11913 -0.99914 -7.08480
C -1.84654 -0.70120 -7.58326
C -1.66884 0.82840 -8.07117
O -2.20899 1.72331 -7.12304
C -2.08074 3.14078 -7.51837
H -3.13451 -2.73436 -8.12406
H -4.17679 -2.72615 -6.66315
H -2.38704 -2.90518 -6.49065
H -1.51884 -1.34914 -8.39623
H -1.18336 -0.81609 -6.72588
H -2.21870 0.93249 -9.00655
H -0.62431 0.97892 -8.34397
H -2.54285 3.69744 -6.70310
H -2.56635 3.39954 -8.45929
H -1.03748 3.45367 -7.47595
C -1.30611 -5.31240 2.65969
O -1.02097 -6.65957 2.38154
C -0.09808 -6.76273 1.29342
C -0.13488 -8.26068 0.75440
O -1.25577 -8.48396 -0.08203
C -1.21896 -8.09964 -1.49693
H -0.42703 -4.82943 3.08638
H -2.10906 -5.18351 3.38546
H -1.66601 -4.83671 1.74740
H 0.85470 -6.46806 1.73329
H -0.46210 -6.07707 0.52827
H 0.02546 -8.89081 1.62922
H 0.72941 -8.43449 0.11340
H -2.14040 -8.36194 -2.01677
H -0.26330 -8.51858 -1.81203
H -1.07560 -7.02053 -1.55238
*
```

Record 3
The following is a DFT calculation (ωB97M-V/def2-TZVPD) of a 3-piece molecular cluster, C30H45F9N3O12PS overall in a non-equilibrium geometry.

Computed properties:
E_LUMO ... -1.4505 eV
Orbital gap ... 7.19 eV
Relative energy (zero: lowest compared OMol25 entry of this formula, charge and spin) ... 1023.0 kJ/mol
Total energy ... -3875.26518 hartree

ORCA input file:
```
! RIJCOSX wB97M-V def2-TZVPD def2/J DEFGRID3
* xyz 0 1
C 2.65768 -4.03877 -3.64250
N 2.54350 -2.82218 -2.73625
C 3.05335 -3.28905 -1.41113
C 2.28901 -2.60980 -0.15346
C 0.75514 -2.92950 -0.07033
C -0.00470 -3.84691 -1.16704
C -0.55308 -2.87825 -2.34101
C -2.07228 -3.16416 -2.76934
C -3.09119 -2.61282 -1.65547
C -4.44794 -1.97617 -2.24466
C -5.59461 -2.24307 -1.12444
C -7.02603 -1.62080 -1.51171
C -7.67017 -0.99824 -0.15476
O -7.37967 0.43619 -0.18957
C -8.01890 1.05625 0.94512
C -9.07921 2.22266 0.58675
O -7.77761 0.68656 2.11288
C -0.04921 -2.36884 1.11829
C 0.71916 -1.51773 2.16575
C 2.21362 -1.14615 2.13000
P 2.94011 -0.11142 3.52100
N 1.76979 0.83163 4.11585
O 4.19490 0.94448 3.06288
O 3.38256 -1.14583 4.83725
C 3.03327 -1.71810 0.90685
C 4.62221 -1.42560 0.77557
C 5.03801 -0.71084 -0.58960
C 5.09449 0.91239 -0.50634
F 5.76316 1.20431 0.71344
F 6.02656 1.26828 -1.54958
C 3.65884 1.57604 -0.67091
F 2.91578 0.89713 -1.69310
F 2.86488 1.40320 0.50474
S 3.60072 3.39318 -1.10387
F 4.17792 3.17602 -2.64628
F 2.02242 3.18023 -1.72570
F 2.85889 3.72500 0.37967
F 5.08317 3.74638 -0.45697
F 3.42779 5.01754 -1.45691
C -0.46216 -1.22982 3.18356
O -0.51219 -1.06934 4.41328
N -1.71797 -1.23783 2.36921
C -1.57691 -2.46989 1.54006
O -2.43698 -3.34874 1.30321
H 3.73650 -4.44294 -3.51294
H 2.41486 -3.76654 -4.72043
H 1.98055 -4.90006 -3.28156
H 3.28489 -2.18910 -3.10190
H 2.86632 -4.42344 -1.28872
H 4.17950 -3.14754 -1.25868
H 0.72325 -4.63005 -1.56645
H -0.85411 -4.42905 -0.65003
H -0.43412 -1.79390 -1.98499
H 0.08147 -3.00478 -3.29678
H -2.27375 -4.28215 -2.88802
H -2.28732 -2.63635 -3.77347
H -2.60404 -1.83654 -0.97064
H -3.41427 -3.52687 -1.02923
H -4.34521 -0.84804 -2.44287
H -4.73363 -2.58057 -3.16946
H -5.70870 -3.38580 -1.00956
H -5.26472 -1.82491 -0.10878
H -7.75258 -2.45552 -1.82607
H -6.99392 -0.84464 -2.34841
H -7.17815 -1.42058 0.78349
H -8.79295 -1.22516 -0.09783
H -10.11995 1.82142 0.86328
H -9.02994 2.41774 -0.54488
H -8.80701 3.18528 1.13113
H 2.11180 1.80569 4.01073
H 5.03461 0.52947 3.38678
H 3.20908 -2.05973 4.50452
H 5.02962 -0.95365 1.72513
H 5.09220 -2.48307 0.73470
H 6.13713 -1.01049 -0.78934
H 4.46179 -1.04246 -1.51336
H -2.43080 -1.51652 3.06485
C 0.29138 4.17914 9.87029
O -0.46376 3.31407 9.02613
C 0.24956 2.75308 8.03193
O 1.42563 2.92624 7.82016
O -0.57376 1.97065 7.32045
C 0.05337 1.30263 6.21920
H -0.38237 4.57276 10.63232
H 1.09277 3.62886 10.36842
H 0.69588 5.01819 9.29972
H 0.84376 0.63789 6.57101
H 0.44620 2.02514 5.50552
H -0.70316 0.70243 5.71948
C 1.90358 4.31832 -4.06560
O 1.45749 4.79575 -5.33566
C 1.87358 4.05906 -6.37714
O 2.56414 3.07069 -6.31638
O 1.38707 4.61389 -7.50048
C 1.75311 3.92922 -8.69653
H 1.50936 4.98555 -3.29944
H 1.52102 3.31478 -3.87649
H 2.99107 4.33410 -4.01060
H 1.36489 2.90833 -8.69062
H 2.83786 3.92922 -8.82426
H 1.30677 4.46328 -9.53601
*
```

Record 4
The following is a DFT calculation (ωB97M-V/def2-TZVPD) of a 5-piece molecular cluster, C30H45FN5O13 overall in a non-equilibrium geometry.

Computed properties:
E_LUMO ... -2.9829 eV
Orbital gap ... 8.66 eV
Relative energy (zero: lowest compared OMol25 entry of this formula, charge and spin) ... 54.6 kJ/mol
Total energy ... -2521.71282 hartree

ORCA input file:
```
! RIJCOSX wB97M-V def2-TZVPD def2/J DEFGRID3
* xyz 1 1
C 2.80459 -3.52205 -0.24119
O 2.25002 -3.39847 -1.53976
C 3.14876 -2.78604 -2.45372
C 3.34367 -1.26856 -2.18793
C 3.15788 -0.41480 -3.44441
C 1.68691 -0.14134 -3.84501
C 0.73677 -0.07974 -2.71713
N 0.83989 0.57076 -1.55388
C -0.26334 0.33422 -0.86059
N -0.46599 0.80726 0.36609
C -1.59952 0.58316 1.24852
C -1.20116 0.97902 2.66749
F -2.24515 0.73077 3.53020
N -1.11910 -0.44964 -1.58216
C -2.40449 -1.01100 -1.37618
C -2.58341 -2.36678 -1.36141
C -3.80188 -2.95429 -1.13292
N -4.88976 -2.22138 -0.91325
C -4.70998 -0.91337 -0.96266
C -3.53393 -0.24082 -1.17724
N -0.44107 -0.67910 -2.73290
H 2.24206 -2.91839 0.48318
H 3.85479 -3.22665 -0.18174
H 2.69250 -4.56229 0.07875
H 2.85032 -2.95832 -3.49127
H 4.11890 -3.28318 -2.32920
H 4.39323 -1.15759 -1.89550
H 2.76858 -0.93390 -1.32413
H 3.72270 0.51540 -3.40241
H 3.58739 -0.98142 -4.27410
H 1.31568 -0.82743 -4.60961
H 1.65852 0.84794 -4.31653
H 0.28180 1.38186 0.72762
H -2.42505 1.23333 0.94216
H -1.93185 -0.45512 1.28567
H -0.96404 2.04537 2.73575
H -0.34884 0.37918 2.99921
H -1.72162 -3.00808 -1.53905
H -3.90285 -4.03252 -1.11249
H -5.59742 -0.29970 -0.81684
H -3.48047 0.83931 -1.20166
H -0.82708 -1.23514 -3.48426
C 6.75164 0.05398 -9.05693
C 5.55808 0.57623 -8.29638
C 5.70784 0.55986 -6.79509
O 4.34003 0.45328 -6.36694
C 3.65957 -0.17914 -7.35484
O 2.54865 -0.59248 -7.23481
O 4.40925 -0.27837 -8.47232
H 6.48478 -0.14644 -10.09400
H 7.56776 0.77564 -9.03654
H 7.10740 -0.88589 -8.63188
H 5.28922 1.57259 -8.65779
H 6.16991 1.46052 -6.39843
H 6.24941 -0.31555 -6.42950
C -4.12823 2.84230 3.58326
C -5.43630 2.87489 4.33596
C -6.66740 2.82805 3.46519
O -7.63271 3.49829 4.28043
C -6.95724 4.36012 5.08125
O -7.46993 5.19940 5.74618
O -5.61389 4.13079 5.01068
H -3.30590 3.13558 4.23537
H -3.93515 1.85226 3.19579
H -4.14173 3.54871 2.74846
H -5.45245 2.08447 5.09182
H -6.99253 1.81592 3.23485
H -6.55348 3.39306 2.53614
C -4.89661 6.64028 6.78283
C -4.97895 7.06164 8.22741
C -5.42664 8.48442 8.44860
O -4.81512 8.79688 9.70715
C -3.70179 8.02570 9.81610
O -2.86358 8.16475 10.64424
O -3.67788 7.07754 8.84212
H -4.33092 5.71430 6.68906
H -5.88535 6.48727 6.35813
H -4.37506 7.39195 6.18466
H -5.60304 6.35899 8.78738
H -6.50733 8.58968 8.50657
H -5.03472 9.17537 7.69809
C 4.24835 -9.27356 -1.26530
C 5.20965 -8.20300 -0.81102
C 4.73141 -7.37700 0.35701
O 5.43038 -6.14097 0.15177
C 5.66005 -6.02885 -1.18161
O 6.04703 -5.03882 -1.71524
O 5.37864 -7.19010 -1.81937
H 4.53196 -9.64863 -2.24815
H 4.23614 -10.10522 -0.56130
H 3.23494 -8.87841 -1.35497
H 6.19165 -8.64058 -0.61145
H 4.98509 -7.80964 1.32168
H 3.65817 -7.17249 0.32221
*
```